The following is a DFT calculation (wB97M-V/def2-TZVPD) of C5H4NO4PdS4SbSe as an isolated structure.

Computed properties:
HOMO (spin up / spin down): -5.91 / -5.85 eV
lowest unoccupied orbital energy (spin up / spin down): 0.0390 / -0.0002 Ha
relative energy (zero: lowest compared OMol25 entry of this formula, charge and spin): 65.9 kJ/mol
⟨S²⟩: 0.755
spin multiplicity: 2
net charge: -1
molar mass: 577.5 Da

Each line ends with the Mulliken spin population.
Element x y z (Å)
Sb (1.30, -2.17, 1.61)  -0.014
Pd (0.37, -1.54, -1.34)  0.006
Se (-0.60, 0.62, -1.72)  -0.003
S (-0.82, -1.81, 0.57)  0.036
S (0.71, -3.30, -2.95)  0.002
S (2.07, -0.67, -0.12)  0.033
S (1.13, -0.64, 3.45)  0.930
O (0.98, -4.38, -3.84)  0.000
O (-0.72, -2.89, -2.81)  0.001
O (1.42, -2.00, -3.24)  0.001
O (1.12, -3.56, -1.49)  0.007
N (-0.76, 2.94, 2.37)  0.011
C (-1.80, 2.24, 1.92)  -0.010
C (0.46, 2.25, 0.42)  0.014
C (-0.63, 1.51, -0.03)  -0.011
C (0.34, 2.94, 1.62)  -0.008
C (-1.78, 1.51, 0.74)  0.013
H (-2.68, 2.24, 2.55)  -0.003
H (1.38, 2.27, -0.14)  -0.002
H (1.18, 3.51, 2.00)  -0.005
H (-2.65, 0.94, 0.44)  0.002

---

The following is a DFT calculation (wB97M-V/def2-TZVPD) of a 9-piece molecular cluster, C14H47NO9 overall in a non-equilibrium geometry.

Computed properties:
HOMO (spin up / spin down): 0.32 / -5.69 eV
lowest unoccupied orbital energy (spin up / spin down): 0.0807 / 0.0782 Ha
⟨S²⟩: 0.751
spin multiplicity: 2
net charge: -1
molar mass: 373.5 Da

Each line ends with the Mulliken spin population.
Element x y z (Å)
O (3.38, -1.37, 2.90)  -0.034
O (2.95, 0.61, 1.02)  0.030
O (-2.63, 4.38, -1.97)  -0.034
O (-3.12, -1.91, 3.08)  -0.147
O (-2.22, -1.10, -2.17)  -1.291
O (-0.10, 0.09, 0.25)  0.610
O (1.69, 4.74, 0.63)  -0.002
O (0.23, -6.21, -0.59)  -0.090
O (1.99, -1.23, -0.81)  -0.226
N (-1.14, 1.83, -2.95)  0.206
C (0.13, 3.83, -2.58)  0.023
C (-3.83, 4.96, -1.41)  0.043
C (-0.80, 2.82, -1.89)  -0.242
C (0.45, 3.14, 1.95)  0.041
C (-0.24, -4.98, -1.17)  0.215
C (-2.97, -0.11, 1.42)  0.565
C (1.70, 3.92, 1.84)  0.012
C (2.63, -3.06, -2.24)  -0.024
C (2.78, -1.56, -1.95)  0.234
C (-0.38, -3.96, -0.03)  -0.035
C (-2.29, -1.16, 2.28)  -0.050
C (1.18, -2.33, 3.09)  -0.011
C (2.66, -2.55, 2.56)  0.041
C (-2.01, 3.42, -1.11)  -0.141
H (0.65, 4.41, -1.81)  0.013
H (-1.46, -1.70, 1.84)  0.057
H (0.68, -1.56, 2.51)  -0.004
H (-2.73, 2.66, -0.79)  0.124
H (4.12, -1.61, 3.46)  0.007
H (1.74, -3.20, -2.85)  0.012
H (-3.02, -1.50, -1.83)  0.388
H (0.60, -3.82, 0.44)  0.064
H (-3.53, -2.60, 2.56)  -0.001
H (0.33, 2.63, 2.90)  -0.006
H (2.27, 4.37, -0.04)  0.000
H (-1.79, -0.63, 3.09)  0.022
H (3.86, -1.45, -1.85)  0.030
H (1.75, 4.67, 2.64)  0.001
H (0.40, 2.31, 1.24)  -0.012
H (2.38, -0.47, -0.37)  0.035
H (-3.96, 0.23, 1.75)  0.077
H (-1.07, -4.26, 0.75)  0.145
H (2.72, -2.86, 1.52)  0.005
H (0.51, -0.64, 0.12)  -0.109
H (-0.28, 2.18, -1.18)  0.147
H (0.53, -4.84, -1.94)  0.005
H (2.96, -0.25, 1.44)  0.011
H (-2.28, -1.22, -3.12)  0.586
H (-3.61, 5.63, -0.57)  -0.004
H (-0.78, -3.01, -0.38)  0.054
H (-1.85, 1.13, -2.83)  -0.023
H (-1.59, 3.96, -0.27)  0.046
H (-2.40, 0.81, 1.26)  -0.038
H (0.90, 3.35, -3.18)  -0.005
H (2.41, -3.53, -1.29)  0.053
H (1.18, -2.16, 4.17)  -0.001
H (1.17, -6.15, -0.74)  -0.012
H (-4.29, 5.46, -2.26)  0.002
H (-0.75, -0.01, -0.45)  0.034
H (-0.26, 1.42, -3.23)  -0.019
H (-1.16, -5.05, -1.76)  -0.085
H (-0.31, 4.45, -3.36)  0.005
H (2.51, -1.02, -2.85)  -0.138
H (2.02, 0.85, 1.01)  -0.041
H (3.47, -3.51, -2.78)  -0.104
H (3.06, -3.41, 3.09)  0.019
H (-3.16, -0.44, 0.40)  -0.025
H (2.58, 3.29, 1.92)  -0.008
H (-4.69, 4.31, -1.21)  -0.016
H (0.54, -3.20, 2.97)  -0.007
H (-0.40, 3.77, 1.69)  0.024